# 1
Here is the molecule C3H5N3OS from the Open Molecules 2025 dataset. Energies are from wB97M-V/def2-TZVPD.

maximum force	2.61	eV Å⁻¹
frontier orbital gap	8.20	eV
LUMO energy	0.841	eV
HOMO	-7.36	eV
relative energy (zero: lowest compared OMol25 entry of this formula, charge and spin)	81.5	kcal/mol
charge	0
structure (SMILES)	Nc1c[nH]o/c1=N/S

The geometry in XYZ format:
```
13
C3H5N3OS wB97M-V/def2-TZVPD
C -0.066 -0.622 0.107
C -0.878 -0.864 1.172
C -0.043 0.882 -0.016
H 0.714 -1.293 -1.632
H 0.813 -2.420 -0.370
H -1.267 -1.681 1.736
H -1.332 0.557 2.630
H 1.608 2.371 -2.661
N 0.732 -1.446 -0.628
N -1.442 0.326 1.644
N 0.507 1.651 -0.872
O -0.890 1.413 0.919
S 1.545 1.127 -2.028
```

Mulliken atomic charge list, values in e, 6 entries: number 1, C, carries 0.808; number 2, C, carries -0.703; number 3, C, carries 0.355; number 4, H, carries 0.192; number 5, H, carries 0.217; number 6, H, carries 0.398

=====

# 2
Here is a structure of composition C15H14BClF2FeN2O9 from the Open Molecules 2025 dataset. Energies are from wB97M-V/def2-TZVPD.

maximum force	0.59	eV Å⁻¹
frontier orbital gap (spin up / spin down)	5.88 / 8.39	eV
LUMO energy (spin up / spin down)	2.677 / 2.627	eV
HOMO (spin up / spin down)	-3.20 / -5.76	eV
spin multiplicity	6
relative energy (zero: lowest compared OMol25 entry of this formula, charge and spin)	100.1	kcal/mol
expectation value of S²	8.77
charge	-1

The geometry in XYZ format:
```
45
C15H14BClF2FeN2O9 wB97M-V/def2-TZVPD
Fe 0.941 -0.093 -1.039
O 4.710 -0.319 0.511
C 3.502 -0.218 0.385
O 2.863 -0.295 -0.732
C 2.629 -0.073 1.644
C 1.648 -1.256 1.710
C 1.082 -1.419 3.119
C 0.089 -0.234 3.192
C 0.283 0.412 1.825
O 0.502 -0.747 0.981
C 1.631 1.138 1.720
C 1.658 2.094 0.521
O 2.297 3.125 0.575
O 0.917 1.731 -0.486
H 3.308 -0.073 2.496
H 1.994 -2.167 1.227
H 0.571 -2.374 3.228
H 1.873 -1.363 3.867
H -0.936 -0.588 3.292
H 0.301 0.460 4.006
H -0.564 0.972 1.438
H 1.834 1.735 2.610
O 0.217 -3.777 -3.083
Cl 0.699 -2.770 -2.220
O 1.749 -3.207 -1.375
O 1.091 -1.558 -2.923
O -0.408 -2.301 -1.266
F -2.075 -2.076 -3.078
B -2.101 -2.066 -1.720
F -2.706 -3.120 -1.126
N -3.190 0.853 0.235
C -3.032 -0.547 0.132
N -2.389 -0.759 -1.100
C -1.917 0.460 -1.567
C -1.085 0.766 -2.634
C -0.758 2.115 -2.837
C -1.240 3.103 -2.001
C -2.079 2.794 -0.927
C -2.404 1.472 -0.721
H -3.420 1.294 1.108
H -3.849 -1.201 0.407
H -0.752 0.002 -3.320
H -0.100 2.377 -3.654
H -0.944 4.130 -2.161
H -2.438 3.569 -0.263
```

Mulliken atomic charge list, values in e, 6 entries: number 1, Fe, carries 0.856; number 2, O, carries -0.772; number 3, C, carries 0.151; number 4, O, carries -0.760; number 5, C, carries 0.040; number 6, C, carries -0.052

=====

# 3
Here is a structure of composition C48H53ClMgN2O2P2S3Si2Te from the Open Molecules 2025 dataset. Energies are from wB97M-V/def2-TZVPD.

maximum force	0.36	eV Å⁻¹
frontier orbital gap	5.57	eV
LUMO energy	3.436	eV
HOMO	-2.14	eV
relative energy (zero: lowest compared OMol25 entry of this formula, charge and spin)	52.5	kcal/mol
charge	-2

The geometry in XYZ format:
```
115
C48H53ClMgN2O2P2S3Si2Te wB97M-V/def2-TZVPD
Mg -0.581 1.158 -0.931
S -0.518 3.189 2.162
P 0.977 1.913 1.800
C 1.230 1.455 0.182
P 2.668 1.599 -0.692
S 2.585 1.066 -2.614
C 3.244 3.337 -0.656
C 2.437 4.257 -1.525
C 2.985 5.676 -1.801
C 3.886 6.154 -0.705
C 4.425 5.309 0.177
C 4.171 3.862 0.150
C 4.075 0.630 -0.008
C 5.405 0.916 -0.307
C 6.425 0.102 0.164
C 6.130 -1.026 0.920
C 4.805 -1.336 1.197
C 3.789 -0.509 0.737
C 2.473 2.571 2.667
C 2.597 3.940 2.886
C 3.737 4.464 3.476
C 4.775 3.624 3.856
C 4.655 2.255 3.661
C 3.507 1.734 3.079
C 0.654 0.419 2.838
C 0.455 -0.826 2.258
C 0.163 -1.934 3.044
C 0.075 -1.806 4.422
C 0.269 -0.561 5.012
C 0.547 0.543 4.223
H 2.172 3.754 -2.456
H 3.459 5.830 -2.779
H 4.123 7.214 -0.663
H 5.089 5.684 0.949
H 4.739 3.242 0.836
H 5.642 1.777 -0.919
H 7.456 0.346 -0.066
H 6.928 -1.662 1.285
H 4.560 -2.217 1.779
H 2.753 -0.732 0.966
H 1.772 4.579 2.593
H 3.819 5.534 3.633
H 5.671 4.032 4.311
H 5.454 1.587 3.962
H 3.415 0.665 2.949
H 0.507 -0.909 1.178
H -0.018 -2.892 2.570
H -0.155 -2.670 5.036
H 0.191 -0.450 6.088
H 0.669 1.522 4.672
O -3.219 3.907 -2.138
S -2.094 3.468 -2.932
O -2.227 3.647 -4.367
N -1.641 1.964 -2.561
C -2.207 0.912 -3.261
C -3.363 0.946 -4.020
C -3.795 -0.173 -4.756
C -3.097 -1.349 -4.769
C -1.926 -1.450 -3.983
C -1.116 -2.606 -3.945
C 0.000 -2.641 -3.158
C 0.289 -1.524 -2.353
N -0.442 -0.442 -2.370
C -1.514 -0.353 -3.198
C -0.663 4.397 -2.449
C -0.108 5.359 -3.410
C 0.853 6.214 -3.058
C 1.520 6.195 -1.714
C 1.159 4.912 -0.915
C -0.131 4.246 -1.240
H -3.942 1.857 -4.067
H -4.706 -0.084 -5.337
H -3.424 -2.199 -5.356
H -1.398 -3.462 -4.549
H 0.642 -3.511 -3.120
H 1.146 -1.512 -1.688
H -0.550 5.376 -4.397
H 1.197 6.958 -3.772
H 1.399 7.155 -1.197
H 1.276 5.047 0.161
H -0.596 3.642 -0.471
Cl -2.306 0.056 0.289
C -5.097 -1.092 -1.468
Si -5.407 -2.426 -0.205
C -5.830 -4.034 -1.095
C -6.899 -1.953 0.850
C -3.951 -2.730 0.934
Te -2.160 -3.127 -0.177
C -2.439 -5.286 -0.132
Si -1.532 -6.069 1.291
C -1.831 -7.935 1.311
C 0.315 -5.795 1.137
C -2.154 -5.373 2.917
H -5.978 -0.970 -2.107
H -4.243 -1.337 -2.104
H -4.867 -0.139 -0.992
H -6.708 -3.900 -1.731
H -6.045 -4.842 -0.389
H -4.999 -4.347 -1.731
H -7.786 -1.795 0.232
H -6.697 -1.026 1.391
H -7.131 -2.728 1.586
H -4.112 -3.578 1.603
H -3.723 -1.851 1.536
H -2.094 -5.662 -1.098
H -3.513 -5.478 -0.080
H -1.473 -8.394 0.386
H -2.894 -8.164 1.407
H -1.307 -8.410 2.145
H 0.703 -6.232 0.212
H 0.843 -6.259 1.974
H 0.565 -4.732 1.126
H -3.217 -5.595 3.042
H -2.029 -4.289 2.965
H -1.618 -5.812 3.762
```

Mulliken atomic charge list, values in e, 6 entries: number 1, Mg, carries 0.098; number 2, S, carries -0.538; number 3, P, carries 2.170; number 4, C, carries -0.713; number 5, P, carries 1.879; number 6, S, carries -0.615

=====

# 4
Here is a structure of composition C33H35BrF6IrN6O7S3 from the Open Molecules 2025 dataset. Energies are from wB97M-V/def2-TZVPD.

maximum force	4.02	eV Å⁻¹
frontier orbital gap (spin up / spin down)	6.00 / 7.20	eV
LUMO energy (spin up / spin down)	-2.890 / -1.687	eV
HOMO (spin up / spin down)	-8.89 / -8.88	eV
spin multiplicity	2
relative energy (zero: lowest compared OMol25 entry of this formula, charge and spin)	145.7	kcal/mol
expectation value of S²	0.99
charge	0

The geometry in XYZ format:
```
92
C33H35BrF6IrN6O7S3 wB97M-V/def2-TZVPD
Ir -0.664 0.325 0.830
C -0.666 3.208 2.996
N -0.054 1.890 2.916
C 1.397 2.009 3.021
C -0.574 1.047 3.988
C -0.111 -0.371 3.831
C -0.173 -1.241 4.911
C 0.245 -2.551 4.781
C 0.783 -2.978 3.579
C 0.843 -2.110 2.501
C 0.362 -0.814 2.598
H -0.449 3.665 3.972
H -1.746 3.131 2.878
H -0.261 3.868 2.233
H 1.675 2.558 3.930
H 1.794 2.545 2.164
H 1.835 1.014 3.059
H -1.666 1.066 3.940
H -0.257 1.435 4.968
H -0.572 -0.888 5.851
H 0.167 -3.225 5.620
H 1.120 -3.997 3.459
H 1.226 -2.472 1.562
F -2.143 -1.136 -3.981
C -2.839 -1.910 -3.148
F -4.032 -2.122 -3.696
F -2.215 -3.088 -3.081
S -2.926 -1.142 -1.422
O -1.588 -0.631 -1.247
O -3.427 -2.210 -0.632
N -3.963 0.030 -1.607
S -3.478 1.427 -1.114
O -2.654 1.422 0.071
O -4.505 2.408 -1.116
C -2.364 2.010 -2.549
F -2.382 3.348 -2.653
F -2.863 1.528 -3.685
F -1.076 1.659 -2.495
Br -4.271 -6.605 1.049
C -4.260 -4.910 1.896
C -5.205 -4.639 2.871
C -5.178 -3.408 3.506
C -4.217 -2.468 3.172
C -3.286 -2.755 2.181
C -3.301 -3.985 1.536
C -2.320 -1.717 1.725
O -1.356 -2.030 1.001
O -2.479 -0.528 2.110
H -5.967 -5.369 3.105
H -5.934 -3.184 4.244
H -4.187 -1.495 3.639
H -2.589 -4.175 0.751
C 1.940 -4.794 -2.715
C 2.418 -3.873 -1.646
C 3.421 -4.233 -0.739
C 3.762 -3.270 0.195
N 3.172 -2.093 0.251
C 2.196 -1.841 -0.623
S 1.459 -0.272 -0.613
N 1.829 -2.696 -1.571
H 2.771 -5.305 -3.198
H 1.360 -4.238 -3.447
H 1.294 -5.540 -2.254
H 3.893 -5.199 -0.773
H 4.541 -3.432 0.929
C 1.494 2.872 -4.613
C 2.274 2.190 -3.488
N 3.208 3.100 -2.853
C 4.591 3.055 -3.295
C 5.355 1.952 -2.569
C 2.854 4.013 -1.932
O 3.606 4.866 -1.494
C 1.459 3.893 -1.380
C 0.491 4.876 -1.538
C -0.713 4.716 -0.873
C -0.925 3.568 -0.126
N -0.007 2.613 0.011
C 1.166 2.796 -0.577
H 0.889 2.136 -5.136
H 2.174 3.334 -5.328
H 0.832 3.635 -4.209
H 2.851 1.354 -3.886
H 1.577 1.779 -2.756
H 5.042 4.025 -3.072
H 4.612 2.888 -4.375
H 5.321 2.119 -1.496
H 6.392 1.946 -2.891
H 4.924 0.974 -2.773
H 0.681 5.739 -2.157
H -1.497 5.450 -0.952
H -1.875 3.413 0.357
H 1.925 2.043 -0.414
```

Mulliken atomic charge list, values in e, 6 entries: number 1, Ir, carries 2.465; number 2, C, carries -1.496; number 3, N, carries 0.402; number 4, C, carries -0.843; number 5, C, carries -1.656; number 6, C, carries 1.529

=====

# 5
Here is a structure of composition C22H31BrClCoN3O8S2Si2 from the Open Molecules 2025 dataset. Energies are from wB97M-V/def2-TZVPD.

maximum force	1.01	eV Å⁻¹
frontier orbital gap (spin up / spin down)	4.63 / 4.63	eV
LUMO energy (spin up / spin down)	3.498 / 3.498	eV
HOMO (spin up / spin down)	-1.13 / -1.13	eV
spin multiplicity	2
relative energy (zero: lowest compared OMol25 entry of this formula, charge and spin)	84.1	kcal/mol
expectation value of S²	0.77
charge	-2

The geometry in XYZ format:
```
71
C22H31BrClCoN3O8S2Si2 wB97M-V/def2-TZVPD
Co -0.117 0.630 -0.185
O 2.399 0.088 5.330
C 1.789 0.234 4.124
C 0.476 0.673 3.997
C -0.065 0.758 2.734
N 0.636 0.463 1.633
C 1.900 0.064 1.771
Br 2.831 -0.312 0.186
C 2.528 -0.078 2.992
H 1.752 0.217 6.030
H -0.139 0.901 4.858
H -1.100 1.033 2.578
H 3.544 -0.430 3.063
O -1.588 0.887 -3.959
C -1.626 0.506 -2.797
O -0.603 0.496 -2.011
C -2.941 -0.050 -2.259
C -4.005 -0.078 -3.066
C -5.283 -0.561 -2.561
C -5.548 -0.856 -1.283
C -4.462 -0.793 -0.263
C -3.035 -0.597 -0.865
N -4.743 0.206 2.168
O -3.829 0.286 2.960
O -5.915 0.208 2.481
N -6.386 -0.688 -3.536
O -6.120 -0.540 -4.715
O -7.512 -0.916 -3.126
H -3.921 0.275 -4.081
H -6.525 -1.185 -0.965
H -2.406 -1.483 -0.732
C -6.462 1.683 0.043
O -5.062 1.680 0.347
C -4.419 0.506 0.638
S -4.561 -2.231 0.807
S -2.644 0.672 0.372
H -6.755 2.731 0.083
H -7.032 1.107 0.768
H -6.633 1.307 -0.964
Cl -0.798 3.589 -1.090
C 0.348 2.490 -0.220
H 0.438 2.921 0.778
H 1.300 2.592 -0.746
C 2.608 -3.833 -1.558
Si 0.746 -3.360 -1.617
C -0.057 -5.034 -2.050
C 0.608 -2.307 -3.176
C 0.072 -2.597 -0.140
Si -0.172 -3.402 1.438
C 1.422 -3.848 2.425
C -1.153 -2.402 2.713
C -1.030 -5.086 1.294
H 2.971 -4.275 -2.490
H 2.785 -4.550 -0.750
H 3.216 -2.949 -1.345
H 0.074 -5.257 -3.112
H -1.126 -5.005 -1.831
H 0.380 -5.861 -1.484
H 1.196 -2.760 -3.981
H 0.956 -1.285 -3.023
H -0.427 -2.234 -3.518
H 0.073 -1.496 -0.151
H 2.050 -2.959 2.539
H 2.010 -4.589 1.873
H 1.220 -4.253 3.421
H -0.497 -1.715 3.253
H -1.584 -3.079 3.456
H -1.974 -1.843 2.262
H -0.414 -5.812 0.759
H -1.975 -4.977 0.759
H -1.240 -5.490 2.288
```

Mulliken atomic charge list, values in e, 6 entries: number 1, Co, carries 0.154; number 2, O, carries -0.573; number 3, C, carries 1.025; number 4, C, carries -0.442; number 5, C, carries -0.748; number 6, N, carries 0.706

=====

# 6
Here is the ion C2H7N2O with charge -1 from the Open Molecules 2025 dataset. Energies are from wB97M-V/def2-TZVPD.

maximum force	3.91	eV Å⁻¹
frontier orbital gap	5.88	eV
LUMO energy	4.518	eV
HOMO	-1.36	eV
relative energy (zero: lowest compared OMol25 entry of this formula, charge and spin)	100.9	kcal/mol
charge	-1
structure (SMILES)	CN(C)N[O-]

The geometry in XYZ format:
```
12
C2H7N2O wB97M-V/def2-TZVPD
C 1.236 0.105 0.492
C -0.896 0.999 -0.565
N -0.715 -1.543 -0.176
N -0.056 -0.213 -0.548
O -0.786 -1.866 1.135
H 0.889 -0.332 1.409
H 2.121 -0.343 0.114
H 1.544 1.202 0.640
H -1.196 1.044 -1.605
H -1.804 1.188 0.123
H -0.284 1.880 -0.474
H -0.054 -2.123 -0.543
```

Mulliken atomic charge list, values in e, 6 entries: number 1, C, carries -0.857; number 2, C, carries -0.819; number 3, N, carries -0.381; number 4, N, carries -0.160; number 5, O, carries -0.737; number 6, H, carries 0.311